Record 1
{"formula": "H18O9", "method": "ωB97M-V/def2-TZVPD", "elements": ["H", "H", "H", "H", "H", "H", "H", "H", "H", "H", "H", "H", "H", "H", "H", "H", "H", "H", "O", "O", "O", "O", "O", "O", "O", "O", "O"], "coordinates": [[1.93147, -0.68632, -0.04683], [1.37875, -0.04470, 1.21527], [0.65315, -4.62072, 0.89238], [0.15061, -4.74883, 2.32105], [-2.61793, -1.01152, 0.74041], [-1.35201, -1.30095, -0.04934], [-1.19582, 2.37995, 3.84551], [-0.67184, 1.20756, 3.03249], [5.44530, 1.97187, -1.77052], [4.67877, 1.10608, -0.78418], [-1.79951, 1.95506, -0.61614], [-1.74324, 1.13111, 0.65978], [-0.11298, 1.60857, -3.15317], [0.54900, 0.26581, -2.89084], [-1.82816, 4.13525, -1.32028], [-0.83696, 3.62866, -0.28542], [-0.86579, -3.18092, -1.51314], [-2.24081, -3.28986, -0.87479], [1.18211, -0.17639, 0.28094], [0.93434, -4.88284, 1.77624], [-2.04865, -1.73528, 0.45567], [-0.61368, 1.61403, 3.90450], [5.37072, 1.06459, -1.45387], [-1.45494, 1.97050, 0.28388], [-0.02732, 0.92164, -2.48252], [-1.20194, 4.44085, -0.65437], [-1.66263, -3.72317, -1.51271]], "homo_ev": -11.306, "smiles": "O.O.O.O.O.O.O.O.O", "lumo_energy_ev": -0.368, "total_charge": 0, "orbital_gap_ev": 10.938, "de_lowest_kj_mol": 302.5, "e_tot_ha": -687.91057}

Record 2
{"formula": "H18O9", "method": "ωB97M-V/def2-TZVPD", "elements": ["O", "H", "H", "O", "H", "H", "O", "H", "H", "O", "H", "H", "O", "H", "H", "O", "H", "H", "O", "H", "H", "O", "H", "H", "O", "H", "H"], "coordinates": [[0.97991, -1.57928, -1.48384], [1.84639, -1.31708, -1.79479], [0.60041, -0.77674, -1.12587], [0.54514, -1.74274, 0.65359], [-0.22026, -2.16652, 1.04193], [0.38005, -1.76626, -0.28898], [-2.22064, -1.20821, 0.14917], [-1.81237, -0.40298, 0.46720], [-2.42717, -1.02666, -0.76768], [-1.92759, 1.26535, -0.03931], [-1.42850, 2.08214, -0.04161], [-1.39747, 0.66166, 0.48105], [0.88458, 1.73372, 0.53952], [1.63206, 2.01629, 1.06646], [0.40892, 2.54134, 0.34526], [-0.93000, 0.04161, 1.24444], [-0.28407, 0.61652, 1.65491], [-1.11017, -0.62721, 1.90509], [0.22624, 0.03979, -0.57342], [-0.04982, -0.20431, 0.31000], [0.74064, 0.83786, -0.45219], [0.47294, 0.94199, -2.62624], [-0.32044, 1.10143, -3.13748], [0.15755, 0.56406, -1.80531], [2.13870, -0.49413, 1.43798], [1.48442, -0.12652, 2.03213], [1.63058, -1.00516, 0.80800]], "homo_ev": -9.767, "lumo_energy_ev": -0.671, "total_charge": 0, "orbital_gap_ev": 9.097, "de_lowest_kj_mol": 1453.2, "e_tot_ha": -687.47228}

Record 3
{"formula": "H18O9", "method": "ωB97M-V/def2-TZVPD", "elements": ["O", "H", "H", "O", "H", "H", "O", "H", "H", "O", "H", "H", "O", "H", "H", "O", "H", "H", "O", "H", "H", "O", "H", "H", "O", "H", "H"], "coordinates": [[-0.82336, -2.58141, -1.90886], [-0.36049, -1.84474, -1.45358], [-0.72461, -2.40216, -2.84940], [-1.09949, 3.62350, -1.38481], [-0.32223, 3.17671, -1.74042], [-1.84196, 3.23984, -1.86638], [-0.03956, -0.40515, -0.31591], [0.23647, 0.39788, -0.78504], [0.62261, -0.51913, 0.38518], [-2.80215, -0.51868, 0.28127], [-2.90162, -1.37641, -0.14923], [-1.85507, -0.32470, 0.19891], [0.46939, 1.35420, -2.54973], [0.41757, 1.95304, -3.30590], [1.22807, 0.78616, -2.74121], [-0.77543, -3.14172, 2.05933], [-0.09347, -2.49796, 2.30021], [-1.59309, -2.76917, 2.40663], [3.31747, -0.48948, -0.13613], [3.64591, -0.12037, 0.69271], [3.74175, 0.03953, -0.82088], [-0.39434, 2.19154, 1.43284], [0.31295, 2.61499, 0.93555], [-0.86587, 1.65838, 0.78251], [0.89008, -0.95200, 3.23104], [1.33860, -0.88652, 4.08122], [0.27187, -0.20619, 3.22010]], "homo_ev": -10.506, "smiles": "O.O.O.O.O.O.O.O.O", "lumo_energy_ev": -0.403, "total_charge": 0, "orbital_gap_ev": 10.103, "de_lowest_kj_mol": 222.7, "e_tot_ha": -687.94099}

Record 4
{"formula": "H18O9", "method": "ωB97M-V/def2-TZVPD", "elements": ["O", "H", "H", "O", "H", "H", "O", "H", "H", "O", "H", "H", "O", "H", "H", "O", "H", "H", "O", "H", "H", "O", "H", "H", "O", "H", "H"], "coordinates": [[1.84491, -2.82973, -3.45956], [1.84691, -1.84869, -3.57566], [1.03462, -3.02683, -2.96262], [-1.15361, -2.50375, -1.41918], [-1.25758, -2.29666, -0.43793], [-1.01321, -1.62799, -1.66254], [3.73973, 0.93198, -1.00186], [3.95611, 0.07014, -0.75091], [3.91292, 1.23170, -1.94055], [-2.80635, 2.76134, -0.44928], [-2.40917, 1.87506, -0.81222], [-3.71039, 2.63051, -0.32436], [-1.63912, -0.38978, 0.87946], [-0.72341, -0.52582, 0.92623], [-2.08550, -0.26566, 1.75471], [-0.38810, 3.65519, -1.68614], [-1.15004, 3.37554, -1.43703], [-0.32898, 4.56118, -1.77452], [0.26585, 1.11006, 3.71364], [0.47823, 0.15687, 3.60664], [0.11452, 1.41993, 2.87857], [2.06506, -0.81360, 0.25149], [2.48433, -1.73987, 0.29548], [2.39056, -0.47633, -0.48817], [-1.93210, -1.82713, 3.20338], [-1.29063, -1.99211, 2.52699], [-2.21947, -2.27754, 3.92244]], "homo_ev": [-14.743, -13.880], "lumo_energy_ev": [-3.147, -11.891], "total_charge": 1, "orbital_gap_ev": [11.596, 1.989], "de_lowest_kj_mol": 431.1, "e_tot_ha": -687.41587, "multiplicity": 2}

Record 5
{"formula": "H18O9Zr", "method": "ωB97M-V/def2-TZVPD", "elements": ["Zr", "O", "H", "H", "O", "H", "H", "O", "H", "H", "O", "H", "H", "O", "H", "H", "O", "H", "H", "O", "H", "H", "O", "H", "H", "O", "H", "H"], "coordinates": [[-0.00935, -0.14767, 0.08196], [-0.84589, -1.10072, -3.77480], [-1.18762, -1.80640, -3.18171], [-0.28507, -0.55064, -3.24848], [2.12784, 0.05273, 1.20828], [2.53766, 0.69062, 0.49801], [2.51490, -0.82336, 1.12398], [1.68009, -1.73852, -0.72045], [2.17242, -2.38062, -0.33339], [1.22853, -2.16074, -1.43448], [-1.81081, -1.73766, 0.29607], [-1.60679, -2.13411, 1.15356], [-2.37869, -2.31364, -0.27716], [-1.49827, 0.83038, -1.50245], [-2.43313, 0.96510, -1.11709], [-1.54868, 1.04173, -2.43105], [0.51302, 2.91682, 1.24470], [1.35701, 2.75770, 1.56377], [0.02988, 3.22088, 2.07793], [0.15295, -1.68850, 2.12572], [0.35197, -1.45940, 3.13218], [0.38536, -2.85296, 1.99375], [1.45336, 1.90253, -0.79201], [1.20260, 2.80300, -0.48625], [1.33156, 1.86567, -1.76850], [-2.04832, 1.22277, 1.19340], [-1.18857, 1.74569, 1.24981], [-2.19798, 0.87931, 2.12470]], "homo_ev": -24.992, "lumo_energy_ev": -19.931, "total_charge": 4, "orbital_gap_ev": 5.061, "de_lowest_kj_mol": 749.3, "e_tot_ha": -733.14241}

Record 6
{"formula": "H19O10", "method": "ωB97M-V/def2-TZVPD", "elements": ["O", "H", "H", "O", "H", "H", "O", "H", "H", "O", "H", "H", "O", "H", "H", "O", "H", "H", "O", "H", "H", "O", "H", "H", "O", "H", "O", "H", "H"], "coordinates": [[3.62201, 1.22264, 1.48253], [-2.48656, -1.61167, -0.24417], [2.88670, 1.21618, 2.08573], [-0.18079, 2.85868, -1.96794], [-1.09465, 2.94605, -2.25084], [-2.89010, 1.05164, -2.11418], [-1.00461, -2.33658, 2.29675], [-0.18168, 3.06144, -1.03063], [-0.43435, -1.80559, 1.72630], [0.79726, -1.46834, -0.60149], [-2.45320, 1.78350, 1.44881], [3.98682, 0.41457, 1.17093], [-1.58335, 2.01804, 1.11805], [-1.71031, -0.85208, 1.15405], [0.82664, -2.14243, -1.28441], [3.52946, 1.75847, -2.08825], [3.43554, 1.03501, -1.45873], [2.77379, 2.28792, -1.80253], [3.16618, -1.25182, 1.49376], [3.64231, -2.08241, 1.56500], [-3.72192, -1.74965, -1.25584], [-3.22332, -2.16293, -0.54795], [-3.27345, 0.18806, -0.99769], [-1.14370, 1.16561, 1.04991], [-1.35404, -0.49034, 0.30805], [-0.60715, -3.19945, 2.19638], [-3.62617, 0.50787, -1.83615], [-0.05821, -1.01516, -0.59323], [2.36083, -1.34722, 0.97780]], "homo_ev": [-10.820, -10.820], "lumo_energy_ev": [-0.298, -4.888], "total_charge": 0, "orbital_gap_ev": [10.522, 5.931], "de_lowest_kj_mol": 0.0, "e_tot_ha": -763.64623, "multiplicity": 2}

Record 7
{"formula": "H2", "method": "ωB97M-V/def2-TZVPD", "elements": ["H", "H"], "coordinates": [[-0.38574, 0.25400, 0.31566], [0.38574, -0.25400, -0.31566]], "homo_ev": -12.647, "lumo_energy_ev": 1.276, "total_charge": 0, "orbital_gap_ev": 13.922, "de_lowest_kj_mol": 127.7, "e_tot_ha": -1.11222}

Record 8
{"formula": "H2", "method": "ωB97M-V/def2-TZVPD", "elements": ["H", "H"], "coordinates": [[0.00000, 0.00000, 0.88380], [0.00000, 0.00000, -0.88380]], "homo_ev": -10.844, "lumo_energy_ev": -1.523, "total_charge": 0, "orbital_gap_ev": 9.321, "de_lowest_kj_mol": 409.0, "e_tot_ha": -1.00508}

Record 9
{"formula": "H2", "method": "ωB97M-V/def2-TZVPD", "elements": ["H", "H"], "coordinates": [[-0.50033, -0.00434, 0.62715], [0.50033, 0.00434, -0.62715]], "homo_ev": -11.196, "lumo_energy_ev": -0.918, "total_charge": 0, "orbital_gap_ev": 10.278, "de_lowest_kj_mol": 347.9, "e_tot_ha": -1.02838}

Record 10
{"formula": "H20NO13", "method": "ωB97M-V/def2-TZVPD", "elements": ["N", "O", "O", "O", "O", "H", "H", "O", "H", "H", "O", "H", "H", "O", "H", "H", "O", "H", "H", "O", "H", "H", "O", "H", "H", "O", "H", "H", "O", "H", "H", "O", "H", "H"], "coordinates": [[0.59934, -0.27619, 1.14754], [1.09390, 0.78573, 0.62834], [-0.03426, -1.11138, 0.37237], [0.18711, -0.26355, 2.30165], [3.14494, 2.78940, 0.62070], [2.53090, 2.04167, 0.73049], [4.03170, 2.51041, 0.59222], [-1.13545, 2.11411, -0.72724], [-0.59030, 2.27905, 0.02920], [-1.67584, 1.33775, -0.51920], [-1.57553, 1.93766, 2.44794], [-1.03786, 2.63042, 2.11868], [-0.97476, 1.19440, 2.24488], [2.65104, 0.10556, -1.78365], [1.91999, 0.25003, -1.13934], [2.29672, -0.07099, -2.63591], [1.30608, 3.02162, -1.73834], [1.74497, 2.79358, -0.94731], [0.45184, 2.69576, -1.56612], [-2.59037, -0.11406, -0.62727], [-3.37091, -0.02120, -1.13969], [-2.89592, -0.08974, 0.28799], [-1.26946, -2.95462, 2.78968], [-1.48072, -3.15174, 3.71650], [-0.83305, -2.09632, 2.89952], [-2.26862, -2.92632, -0.03483], [-2.05358, -3.83881, 0.09890], [-1.51816, -2.46977, 0.38055], [-0.21922, -0.05837, -2.39389], [-0.40200, -0.90336, -2.74482], [-0.55520, -0.14946, -1.50228], [1.66533, -3.04972, -1.17057], [1.39077, -2.73307, -2.04951], [1.46659, -2.20847, -0.68717]], "homo_ev": -7.060, "lumo_energy_ev": 2.729, "total_charge": -1, "orbital_gap_ev": 9.788, "de_lowest_kj_mol": 211.3, "e_tot_ha": -1044.82859}

Record 11
{"formula": "H20NO8", "method": "ωB97M-V/def2-TZVPD", "elements": ["N", "H", "H", "H", "H", "O", "H", "H", "O", "H", "H", "O", "H", "H", "O", "H", "H", "O", "H", "H", "O", "H", "H", "O", "H", "H", "O", "H", "H"], "coordinates": [[0.20013, -0.37696, 0.24214], [-0.10132, -1.20052, -0.49526], [1.21392, -0.28431, 0.27188], [0.02815, -0.67818, 1.25212], [-0.13782, 0.63556, -0.03379], [-0.45409, 3.54592, -1.55975], [-0.11175, 4.25785, -2.11598], [-0.14641, 2.79598, -1.97747], [0.07225, -3.35456, 0.42696], [-0.60110, -3.56475, -0.25869], [0.96954, -3.68374, 0.27650], [-0.18424, -1.85403, -2.74196], [0.37444, -1.76670, -3.46709], [0.18232, -2.79275, -2.47525], [-3.30721, 0.52212, -0.81163], [-4.32346, 0.18119, -0.68387], [-2.99443, 0.03802, -0.03204], [2.14567, 2.23558, 0.83070], [2.04212, 3.28704, 0.59032], [2.92254, 1.80044, 0.47618], [0.59983, 1.10373, -2.28384], [1.38679, 1.42054, -2.59046], [0.51845, 0.63202, -3.16860], [-1.16679, -0.43426, 3.68514], [-1.72675, -1.02823, 3.19795], [-1.72992, 0.19793, 3.70758], [1.53440, -0.93616, 3.10611], [2.08353, -0.10884, 3.11919], [0.71122, -0.58995, 3.51292]], "homo_ev": -13.876, "lumo_energy_ev": -3.354, "total_charge": 1, "orbital_gap_ev": 10.522, "de_lowest_kj_mol": 367.6, "e_tot_ha": -668.33965}

Record 12
{"formula": "H20NO8", "method": "ωB97M-V/def2-TZVPD", "elements": ["N", "H", "H", "H", "H", "O", "H", "H", "O", "H", "H", "O", "H", "H", "O", "H", "H", "O", "H", "H", "O", "H", "H", "O", "H", "H", "O", "H", "H"], "coordinates": [[2.36314, 1.11275, 16.97056], [2.80703, 0.81781, 16.10375], [2.68094, 0.62536, 17.82461], [1.34969, 0.93158, 16.90460], [2.42716, 2.14294, 17.08047], [1.91461, -0.67913, 14.74515], [1.10032, -0.73716, 15.27308], [1.62809, -0.83306, 13.83610], [2.73237, 3.90928, 17.32941], [2.44321, 4.39834, 18.11230], [3.64541, 4.18606, 17.16637], [4.80558, -0.16455, 16.02525], [5.70752, -0.47085, 16.18168], [4.56465, -0.54152, 15.16604], [4.92535, 3.02344, 15.22307], [4.61263, 2.18694, 14.86295], [5.87761, 2.90304, 15.31734], [2.40019, -0.16433, 19.51543], [3.24804, -0.48512, 19.85438], [1.73591, -0.56959, 20.08901], [2.02098, 2.17237, 21.36141], [2.34958, 1.65398, 22.10439], [2.40327, 1.75243, 20.57896], [-0.26099, -0.24529, 16.84971], [-1.15296, -0.08193, 16.51089], [-0.39248, -0.71528, 17.68365], [4.94984, 1.15874, 19.89457], [5.32924, 0.53405, 19.26295], [5.50712, 1.94240, 19.81019]], "homo_ev": -13.745, "lumo_energy_ev": -2.943, "total_charge": 1, "orbital_gap_ev": 10.802, "de_lowest_kj_mol": 18.8, "e_tot_ha": -668.47250}